[1]
The following is a DFT calculation (ωB97M-V/def2-TZVPD) of a molecular structure, C13H12N2O8S2Tl.

Element x y z (Å)
Tl: -1.8858 -2.4756 -1.0906
O: -1.1285 -0.1861 -1.8171
S: -2.4367 0.3785 -2.1615
O: -2.4248 1.2084 -3.3429
O: -3.4612 -0.6772 -2.1782
C: -2.9444 1.4869 -0.8347
C: -3.8264 2.4761 -1.2654
C: -4.3006 3.4415 -0.3968
C: -3.8778 3.4421 0.9212
C: -3.0174 2.4541 1.3658
C: -2.5528 1.4574 0.5081
S: -1.5201 0.2144 1.3235
O: -1.6966 0.4608 2.7381
O: -0.1577 0.4026 0.8591
O: -2.0684 -1.0847 0.9210
H: -4.1102 2.4796 -2.3078
H: -4.9918 4.1957 -0.7527
H: -4.2212 4.2076 1.6061
H: -2.6895 2.4189 2.3936
O: 2.3339 1.6726 1.8367
C: 3.1236 0.7701 1.1365
N: 3.4399 -0.4090 1.9416
C: 3.4850 -1.7197 1.5893
O: 3.9768 -2.5708 2.3150
C: 2.9165 -2.1259 0.2501
C: 3.7369 -2.7361 -0.6856
C: 3.1902 -3.1697 -1.8784
C: 1.8303 -3.0171 -2.0797
N: 1.0154 -2.4784 -1.1792
C: 1.5479 -2.0242 -0.0337
H: 1.4057 1.3862 1.7683
H: 4.0547 1.2905 0.9010
H: 2.6604 0.4372 0.2066
H: 3.7679 -0.2179 2.8780
H: 4.7904 -2.8685 -0.4729
H: 3.8043 -3.6284 -2.6415
H: 1.3669 -3.3465 -3.0035
H: 0.8654 -1.5456 0.6626

Values from the calculation:
HOMO-LUMO gap in Eh: 0.32641
Charge: -1
HOMO in eV: -6.37
ΔE to the lowest compared entry with this formula, charge and spin in kcal per mole: 0.00

[2]
The following is a DFT calculation (ωB97M-V/def2-TZVPD) of a molecular structure, C13H12O.

Element x y z (Å)
C: -3.2641 2.9818 0.7342
C: -2.5974 1.8118 0.1058
C: -3.4809 0.8330 -0.7717
C: -2.6134 -0.0849 -1.3868
C: -1.2141 -0.2243 -1.2178
C: -0.4893 0.6313 -0.2970
C: 1.5549 -0.4438 0.2205
C: 1.3976 -1.2775 1.3620
C: 2.1652 -2.3132 1.5583
C: 3.2974 -2.5140 0.6618
C: 3.6648 -1.5461 -0.2459
C: 2.7260 -0.5660 -0.6256
C: -1.2092 1.8521 0.0744
H: -4.8720 2.6100 0.9741
H: -2.5632 2.9453 2.0405
H: -2.9465 3.9899 0.0982
H: -4.5241 0.5689 -0.5932
H: -3.1632 -0.7886 -2.0311
H: -0.9492 -1.3991 -1.4793
H: 0.5269 -1.2722 1.9744
H: 2.0756 -2.8037 2.6846
H: 3.6973 -3.4730 0.8949
H: 4.6530 -1.5409 -0.8021
H: 3.0747 -0.1478 -1.9167
H: -0.7618 2.7445 0.3432
O: 0.7658 0.4657 -0.4025

Values from the calculation:
HOMO-LUMO gap in Eh: 0.31848
HOMO in eV: -8.19
ΔE to the lowest compared entry with this formula, charge and spin in kcal per mole: 183.53

[3]
The following is a DFT calculation (ωB97M-V/def2-TZVPD) of a molecular structure, C13H13AgN7Se3Te.

Element x y z (Å)
Ag: 0.3212 -0.2883 1.7841
N: -2.6801 -0.5025 -0.8146
C: -1.7815 0.4453 -1.1658
N: -1.6303 0.7136 -2.4648
C: -0.7352 1.6657 -2.7136
N: -0.5615 2.0284 -4.0145
N: 0.0012 2.3168 -1.8065
C: -0.2332 1.9505 -0.5471
N: -1.1272 1.0493 -0.1684
C: 0.6151 2.5865 0.5119
C: 1.6922 3.3861 0.1452
C: 2.4926 3.8942 1.1572
C: 2.1949 3.5897 2.4742
C: 1.0973 2.7821 2.7365
N: 0.3204 2.2991 1.7759
H: -2.9646 -1.1405 -1.5379
H: -2.5859 -0.8698 0.1197
H: -0.9143 1.3935 -4.7086
H: 0.2787 2.5386 -4.2224
H: 1.8977 3.5704 -0.8973
H: 3.3534 4.5024 0.9089
H: 2.8111 3.9425 3.2900
H: 0.8466 2.4767 3.7460
Se: -0.6852 -1.2141 4.0839
Se: 1.6091 -1.1156 4.7312
Te: 2.9527 -2.2188 2.8884
Se: 2.8590 -0.5030 1.0144
C: -1.3090 -4.3945 -1.3015
C: -0.2910 -3.5575 -1.7312
C: 0.1958 -2.6013 -0.8500
N: -0.2836 -2.4571 0.3809
C: -1.2447 -3.2736 0.8009
C: -1.7939 -4.2586 -0.0094
H: -1.7128 -5.1500 -1.9650
H: 0.1265 -3.6412 -2.7261
H: 1.0050 -1.9231 -1.1045
H: -1.5616 -3.1183 1.8291
H: -2.5750 -4.9038 0.3709

Values from the calculation:
HOMO-LUMO gap in Eh: 0.20979
Charge: -1
HOMO in eV: -3.18
ΔE to the lowest compared entry with this formula, charge and spin in kcal per mole: 4.81

[4]
The following is a DFT calculation (ωB97M-V/def2-TZVPD) of a molecular structure, C13H13As4CrF24N2O5.

Element x y z (Å)
Cr: 0.0914 -0.9169 0.9696
As: -0.0924 0.9046 4.3339
F: 1.7278 0.6403 4.6428
F: 0.2368 2.5702 4.0368
F: -1.8154 1.2086 3.9031
F: -0.4226 -0.8025 4.7075
F: -0.3208 1.3621 6.0649
F: 0.2171 0.3182 2.5599
As: 2.2351 -3.0589 3.3252
F: 0.9170 -3.4363 4.4882
F: 1.6921 -4.4727 2.3812
F: 3.4136 -2.5976 2.0808
F: 2.7833 -1.5233 4.2812
F: 3.4374 -4.0192 4.1689
F: 1.0106 -1.9630 2.4349
As: 3.3743 0.9203 1.1955
F: 4.8722 1.9218 1.5337
F: 4.3418 -0.5780 0.9612
F: 1.9088 -0.0790 0.8010
F: 2.2189 2.1910 1.6338
F: 3.3647 1.3834 -0.5813
F: 3.3330 0.4137 2.9326
As: 1.4444 -3.5505 -1.2939
F: 2.9900 -3.6064 -0.3584
F: 1.9847 -2.0231 -2.0623
F: -0.1766 -3.3764 -2.0332
F: 0.7906 -4.9329 -0.3925
F: 0.7092 -2.4906 0.0206
F: 2.2894 -4.5105 -2.5016
C: -2.7294 -2.0975 2.1310
O: -1.7853 -1.5858 1.2669
H: -3.2439 -1.4251 2.8175
H: -3.4372 -2.8308 1.7448
H: -2.0657 -2.7363 2.7137
C: -5.4721 3.3030 -0.6579
C: -5.1420 2.2258 0.1167
C: -3.8604 1.8914 0.3738
C: -2.8001 2.5102 -0.3332
C: -3.1277 3.6115 -1.2280
C: -4.4514 3.9877 -1.3167
N: -1.4119 2.2140 0.0558
O: -1.2192 1.1716 0.6461
O: -0.4634 2.8615 -0.3490
H: -6.5175 3.5398 -0.7896
H: -6.0043 1.7481 0.5580
H: -3.7911 0.8651 0.7028
H: -2.3562 4.0274 -1.8591
H: -4.6796 4.6248 -2.1583
C: 2.3377 0.8948 -5.7310
C: 2.7774 1.0383 -4.4097
C: 1.9203 0.6940 -3.3125
C: 0.6441 0.2025 -3.4636
C: 0.1813 0.0914 -4.8221
C: 1.0008 0.4782 -5.9201
N: -0.2312 -0.0649 -2.3002
O: 0.2921 -0.2533 -1.1750
O: -1.4776 0.1107 -2.4121
H: 2.7958 1.0889 -6.6896
H: 3.8326 1.1028 -4.1888
H: 2.3159 0.6267 -2.3099
H: -0.8471 -0.0784 -5.1048
H: 0.4596 0.2653 -6.8302

Values from the calculation:
HOMO-LUMO gap (spin up / spin down) in Eh: 0.25653 / 0.26892
Spin multiplicity: 4
Charge: -2
<S²>: 3.82
HOMO (spin up / spin down) in eV: -4.54 / -4.90
ΔE to the lowest compared entry with this formula, charge and spin in kcal per mole: 103.59